C9H11N2 | the ωB97M-V functional and the def2-TZVPD basis

Each line ends with the natural charge from an NBO analysis.
Cartesian coordinates (Å):
1 H -2.629 1.545 -1.735  0.2388
2 H -0.672 -0.987 0.114  0.2834
3 C -0.755 0.150 0.484  0.2329
4 H 1.440 -2.283 1.702  0.2071
5 C 3.152 -0.415 -0.728  -0.2067
6 C 2.032 -1.991 0.914  -0.4542
7 H -0.998 2.107 -1.873  0.2310
8 C -1.581 1.294 -1.472  -0.4407
9 H 0.327 -0.641 2.259  0.2561
10 H 3.440 -1.328 -1.211  0.2525
11 H -1.341 0.453 -2.084  0.2366
12 H 2.797 -2.751 0.667  0.2420
13 C 3.513 0.785 -1.114  -0.2175
14 C 0.089 0.213 1.676  -0.2867
15 C 2.115 -0.741 0.317  0.1494
16 C 2.692 1.680 -0.455  0.0720
17 H -1.424 2.162 0.383  0.4523
18 N -1.250 1.229 -0.052  -0.4865
19 H -0.083 0.954 2.504  0.2576
20 C 1.731 1.521 0.321  0.1353
21 N 1.227 0.425 0.796  -0.4015
22 H 4.232 1.110 -1.742  0.2468

Properties
Multiplicity ... 1
Structure (SMILES) ... C=C1C=CC#CN1C/C=[NH+]/C
LUMO level ... -4.291 eV
Relative energy (zero: lowest compared OMol25 entry of this formula, charge and spin) ... 7.889 eV
Charge ... +1


C9H11N2O2 | the ωB97M-V functional and the def2-TZVPD basis

Each line ends with the natural charge from an NBO analysis.
Cartesian coordinates (Å):
1 H 2.158 -1.697 1.187  0.2449
2 H 1.009 0.245 2.261  0.2536
3 O 0.401 0.888 -1.982  -0.3745
4 C 1.209 3.150 -1.998  -0.4890
5 H 0.940 -2.267 2.319  0.2498
6 C -1.412 -1.839 -0.494  0.7030
7 H -0.554 -1.451 -2.360  0.4613
8 N 0.566 1.874 0.024  -0.6073
9 C -1.850 -1.052 0.715  -0.5414
10 H 1.463 4.047 -1.469  0.2411
11 C 0.026 0.025 -1.091  0.7249
12 N -0.550 -1.122 -1.396  -0.5956
13 H -2.805 -0.588 0.437  0.2792
14 H 1.297 3.143 -3.066  0.2473
15 H -1.364 0.745 1.871  0.2673
16 H 0.620 -2.327 0.591  0.2110
17 C -0.901 -0.005 1.243  -0.1837
18 C 0.171 0.517 0.258  0.0002
19 C 1.088 -1.741 1.377  -0.6262
20 H 1.050 2.426 0.711  0.4346
21 H -2.081 -1.775 1.505  0.2818
22 C 0.783 2.083 -1.344  0.4323
23 C 0.521 -0.358 1.502  -0.1587
24 O -1.786 -2.922 -0.803  -0.4561

Properties
Multiplicity ... 1
Structure (SMILES) ... C=C1N[C@]23C(=[NH+]C(=O)C[C@H]2[C@H]3C)O1
LUMO level ... -4.438 eV
Relative energy (zero: lowest compared OMol25 entry of this formula, charge and spin) ... 0.665 eV
Charge ... +1


C9H11N3 | the ωB97M-V functional and the def2-TZVPD basis

Each line ends with the natural charge from an NBO analysis.
Cartesian coordinates (Å):
1 C -1.441 -0.342 -0.039  -0.6139
2 C 1.002 -1.174 -0.758  -0.2515
3 H -0.723 1.652 -1.542  0.2093
4 H -1.387 -1.026 0.822  0.2003
5 H -1.984 -0.741 -0.935  0.2341
6 C 1.803 -3.464 1.466  0.2568
7 C 0.593 0.737 0.899  -0.6200
8 N 0.188 -2.930 -2.239  -0.2937
9 H -0.206 1.433 1.282  0.2312
10 C 0.817 -1.921 -1.805  0.2825
11 H 0.152 -2.320 1.698  0.2711
12 H 0.356 0.452 -2.367  0.2217
13 C -0.107 -3.496 -0.064  0.4210
14 C 0.562 -2.999 0.944  -0.4773
15 H 1.945 -1.108 -0.214  0.2546
16 H 0.670 -0.032 1.685  0.1949
17 H 1.002 1.753 -1.249  0.2119
18 C 0.036 0.002 -0.299  -0.0457
19 H -1.812 0.625 0.307  0.2167
20 N -0.344 -3.752 -1.218  -0.2379
21 N 2.895 -3.651 1.833  -0.2881
22 H 1.634 1.030 0.677  0.2258
23 C 0.192 1.021 -1.478  -0.6040

Properties
Multiplicity ... 1
LUMO level ... -0.193 eV
Relative energy (zero: lowest compared OMol25 entry of this formula, charge and spin) ... 6.807 eV
Charge ... 0


C9H11N3 | the ωB97M-V functional and the def2-TZVPD basis

Each line ends with the natural charge from an NBO analysis.
Cartesian coordinates (Å):
1 H 1.547 -1.847 -0.002  0.2100
2 H -0.975 3.131 -0.008  0.2257
3 C -2.406 1.821 2.506  0.1200
4 H 0.926 -0.016 -2.492  0.2307
5 C 1.588 2.080 -0.267  -0.4337
6 H 2.495 -0.339 -1.314  0.2358
7 C 0.970 0.952 -0.485  -0.0040
8 H 0.381 -2.088 -1.577  0.2197
9 H -1.246 -2.821 0.012  0.2078
10 H 2.518 2.332 -0.865  0.2042
11 C 0.795 -1.421 -0.845  -0.4071
12 C -0.357 -0.917 0.030  0.0644
13 H -0.665 -2.372 1.509  0.2271
14 N -1.057 1.215 1.097  -0.1837
15 H -3.193 1.814 3.404  0.2093
16 H -2.131 -1.751 1.047  0.2330
17 N -1.651 0.784 2.148  -0.2702
18 N -2.227 2.914 1.728  -0.4767
19 C 1.435 -0.146 -1.463  -0.4474
20 C -0.298 0.394 0.266  0.0888
21 H 1.429 2.933 0.500  0.2188
22 C -1.364 2.532 0.849  0.1646
23 C -1.220 -1.973 0.682  -0.6373

Properties
Multiplicity ... 1
Structure (SMILES) ... C=C1CCC(C)=C1n1cncn1
LUMO level ... 0.785 eV
Relative energy (zero: lowest compared OMol25 entry of this formula, charge and spin) ... 3.141 eV
Charge ... 0


C9H11N3ORhS4Sb | the ωB97M-V functional and the def2-TZVPD basis

Each line ends with the Mulliken spin population.
Cartesian coordinates (Å):
1 H -2.792 -1.953 -2.606  0.0136
2 H 1.268 3.219 4.725  0.0028
3 C -1.371 -1.113 -0.565  1.0176
4 H 0.370 1.709 4.555  -0.0013
5 N 1.737 2.154 3.018  -0.0037
6 H 1.324 2.879 2.439  0.0161
7 Rh 0.217 -0.157 -0.170  0.7480
8 H 2.422 -0.889 2.543  0.0013
9 C -4.622 -2.496 -1.629  -0.1179
10 S 2.351 1.054 0.696  0.0192
11 Sb -1.794 2.414 0.849  0.2663
12 H -5.245 -2.179 1.689  -0.0051
13 N 2.300 -0.067 3.108  0.0051
14 H 1.744 -0.205 3.939  -0.0026
15 C -3.413 -1.652 0.737  0.2452
16 C 2.065 1.050 2.381  0.0045
17 S -0.840 4.226 1.918  0.2749
18 C 1.346 2.181 4.416  -0.0030
19 S -0.911 0.429 1.926  0.2222
20 S -0.614 2.032 -1.200  0.5612
21 H -2.939 -1.312 1.648  0.0106
22 H -6.345 -2.932 -0.405  0.0225
23 C -2.670 -1.578 -0.480  -0.0056
24 C -3.330 -2.021 -1.669  0.2815
25 H -5.103 -2.814 -2.548  -0.0052
26 O 2.215 -1.626 -1.320  0.5139
27 H 2.093 1.674 5.028  0.0002
28 C -5.329 -2.559 -0.426  0.2387
29 N 1.415 -0.766 -1.462  0.7817
30 C -4.707 -2.130 0.749  -0.1029

Properties
Multiplicity ... 6
LUMO level (alpha / beta) ... 2.574 / 0.771 eV
Relative energy (zero: lowest compared OMol25 entry of this formula, charge and spin) ... 0.775 eV
Charge ... -1
Expectation value of S² ... 8.89


C9H11N4S | the ωB97M-V functional and the def2-TZVPD basis

Each line ends with the natural charge from an NBO analysis.
Cartesian coordinates (Å):
1 N 2.125 1.066 2.229  -0.1672
2 N -0.618 1.487 -1.093  -0.5844
3 H -0.642 -2.757 1.161  0.2407
4 H -0.705 -0.795 -1.704  0.2031
5 C -0.029 -0.959 0.221  0.0599
6 H 1.966 -0.297 -0.464  0.2905
7 C 1.160 0.131 0.063  -0.4199
8 H -0.860 2.425 -1.362  0.4440
9 H -1.068 -2.301 -0.909  0.2401
10 H 2.481 2.053 -1.251  0.4431
11 N -1.073 1.370 2.644  -0.2161
12 H 0.311 -1.488 2.228  0.2436
13 C 0.651 1.261 -0.787  0.6328
14 C -0.296 -1.556 -1.113  -0.6250
15 C 0.254 -2.044 1.237  -0.6274
16 H 1.250 -2.513 1.037  0.2453
17 N 1.458 2.215 -1.292  -0.7048
18 H -2.140 -0.997 0.832  0.3153
19 C 1.723 0.631 1.248  0.2194
20 C -1.358 -0.235 0.559  -0.4333
21 H 1.052 2.774 -2.073  0.4323
22 H 0.575 -2.005 -1.579  0.2393
23 S -3.182 1.142 -1.114  0.2692
24 C -1.280 0.637 1.776  0.2342
25 C -1.755 0.755 -0.494  0.0251

Properties
Multiplicity ... 1
Structure (SMILES) ... CC1(C)[C@H](C#N)C(=[NH2+])NC(=S)[C@@H]1C#N
LUMO level ... -5.312 eV
Relative energy (zero: lowest compared OMol25 entry of this formula, charge and spin) ... 0.594 eV
Charge ... +1


C9H11N5 | the ωB97M-V functional and the def2-TZVPD basis

Each line ends with the natural charge from an NBO analysis.
Cartesian coordinates (Å):
1 C 1.386 1.032 -1.542  -0.1904
2 H -0.320 0.375 -2.611  0.2092
3 C -1.027 0.136 3.452  0.1588
4 N -1.449 -1.096 3.067  -0.4623
5 C 0.104 0.456 0.204  0.4366
6 H 1.136 -0.718 -2.566  0.2323
7 H 2.405 0.608 -1.225  0.1840
8 H -1.352 0.492 4.461  0.2079
9 C 1.320 2.536 0.690  -0.4314
10 C -1.158 -1.018 1.722  0.4695
11 N 0.742 1.572 -0.243  -0.3860
12 N -1.298 -2.015 0.799  -0.4549
13 H 0.750 2.345 1.607  0.2687
14 C -0.122 -0.562 -0.731  -0.2038
15 H 1.331 3.532 0.215  0.2047
16 C -1.202 -2.639 -1.596  -0.6486
17 C -0.876 -1.702 -0.376  0.2967
18 N -0.406 0.876 2.484  -0.3584
19 H 2.405 2.343 0.825  0.1817
20 H -1.786 -3.474 -1.271  0.2345
21 C 0.516 -0.060 -1.982  -0.4240
22 H -1.787 -2.056 -2.392  0.2184
23 H 1.500 1.860 -2.293  0.2194
24 H -0.249 -3.018 -2.104  0.2179
25 N -0.562 0.194 1.406  -0.1808

Properties
Multiplicity ... 1
Structure (SMILES) ... Cc1nc2ncnn2c2c1CCN2C
LUMO level ... 0.580 eV
Relative energy (zero: lowest compared OMol25 entry of this formula, charge and spin) ... 2.646 eV
Charge ... 0


C9H11N5 | the ωB97M-V functional and the def2-TZVPD basis

Each line ends with the natural charge from an NBO analysis.
Cartesian coordinates (Å):
1 C -1.885 -1.358 -0.328  -0.1187
2 C -2.188 -0.005 -0.301  -0.0880
3 C -3.637 0.366 -0.334  -0.2370
4 N 1.688 -1.400 0.232  -0.5406
5 N 2.631 0.816 0.114  -0.5404
6 C 0.234 0.514 -0.300  -0.1925
7 H -3.987 0.662 1.647  0.3590
8 H 2.137 3.125 0.700  0.4219
9 H -1.301 1.958 -0.360  0.1885
10 H -3.705 1.442 -0.423  0.1933
11 C 2.662 -0.558 0.107  0.5661
12 H 0.351 3.038 0.051  0.3902
13 H -4.095 -0.986 1.038  0.3536
14 H -2.681 -2.058 -0.445  0.1965
15 C -1.130 0.877 -0.309  -0.1627
16 C 0.420 -0.865 -0.084  0.1853
17 C 1.438 1.310 -0.092  0.4667
18 C -0.586 -1.775 -0.201  -0.2441
19 H -4.130 -0.137 -1.187  0.1963
20 N 3.933 -1.074 0.092  -0.7976
21 H 4.115 -2.044 0.298  0.3955
22 N 1.349 2.692 0.001  -0.8078
23 N -4.348 0.004 0.896  -0.8169
24 H -0.189 -2.823 0.005  0.2406
25 H 4.755 -0.485 0.377  0.3930

Properties
Multiplicity ... 1
Structure (SMILES) ... NCc1ccc2nc(N)nc(N)c2c1
LUMO level ... 0.330 eV
Relative energy (zero: lowest compared OMol25 entry of this formula, charge and spin) ... 1.011 eV
Charge ... 0


C9H11N5O3ReS | the ωB97M-V functional and the def2-TZVPD basis

Each line ends with the Mulliken spin population.
Cartesian coordinates (Å):
1 O 1.260 0.540 -0.686  0.0152
2 C -1.006 -3.583 -0.576  0.0302
3 C 3.304 0.389 2.837  0.0082
4 S -0.538 0.392 1.569  0.0521
5 C 3.980 0.485 1.618  0.0054
6 C 3.252 0.534 0.460  0.0087
7 C 1.930 0.349 2.855  0.0138
8 H -1.005 -4.231 -2.683  0.0002
9 H 3.655 0.616 -0.537  0.0012
10 N -0.909 -1.410 -1.010  -0.0027
11 N -0.956 -2.353 -0.051  0.0160
12 N 1.906 0.487 0.519  0.0036
13 C -0.982 -3.447 -1.948  -0.0061
14 N -2.889 1.205 -0.922  -0.0159
15 H -3.456 0.786 -0.192  0.0008
16 H -1.052 -4.454 0.057  0.0040
17 C 1.216 0.401 1.657  -0.0003
18 C -0.914 -2.073 -2.169  0.0001
19 H 3.858 0.355 3.765  0.0006
20 H -3.863 3.025 -1.127  -0.0014
21 H -0.865 -1.531 -3.099  -0.0026
22 N -2.996 2.613 -0.815  0.0156
23 H 5.057 0.528 1.564  0.0005
24 H -0.919 -2.053 0.913  -0.0012
25 H -3.261 0.888 -1.817  -0.0051
26 H 1.374 0.287 3.780  0.0012
27 C -1.842 3.368 -1.048  0.0028
28 O -0.713 2.632 -0.986  0.0257
29 O -1.881 4.542 -1.247  0.0126
30 Re -0.746 0.713 -0.681  1.8168

Properties
Multiplicity ... 3
LUMO level (alpha / beta) ... -3.327 / -3.881 eV
Relative energy (zero: lowest compared OMol25 entry of this formula, charge and spin) ... 0.151 eV
Charge ... +1
Expectation value of S² ... 2.01


C9H11NO | the ωB97M-V functional and the def2-TZVPD basis

Each line ends with the natural charge from an NBO analysis.
Cartesian coordinates (Å):
1 C -2.711 1.122 0.305  -0.2948
2 H 0.722 -0.164 1.991  0.2150
3 H 1.673 -0.391 -2.166  0.2133
4 C 0.840 -0.245 -0.051  -0.0571
5 C -3.616 0.053 0.290  -0.2528
6 H -4.620 0.131 0.572  0.2215
7 H -2.837 2.117 0.613  0.2219
8 H 0.482 1.854 0.437  0.2243
9 N -1.555 -0.804 0.043  -0.4173
10 C -1.418 0.561 0.225  0.1696
11 H -3.191 -2.146 0.195  0.2250
12 H 2.419 -0.105 1.439  0.2142
13 C -0.343 -1.441 -0.122  0.7226
14 C 1.440 -0.528 1.271  -0.6265
15 C -0.058 1.031 -0.188  -0.4402
16 H 2.782 0.312 -0.897  0.2145
17 H 2.117 -1.516 -1.036  0.2291
18 H 1.599 -1.558 1.385  0.2259
19 C -2.913 -1.132 0.131  -0.0592
20 H -0.076 1.266 -1.177  0.2213
21 O -0.314 -2.620 -0.270  -0.5548
22 C 1.957 -0.484 -1.134  -0.6154

Properties
Multiplicity ... 1
Structure (SMILES) ... CC1(C)Cc2cccn2C1=O
LUMO level ... 0.770 eV
Relative energy (zero: lowest compared OMol25 entry of this formula, charge and spin) ... 1.168 eV
Charge ... 0